(1)
Density functional theory data (ωB97M-V/def2-TZVPD) for a molecular structure, C8H10N2O5V.

```
26
Properties=species:S:1:pos:R:3:forces:R:3
V 0.003 -0.041 -0.019 0.62 -1.44 -0.17
O 2.154 -3.717 2.119 -0.10 -0.11 -0.12
O -0.678 -1.336 -0.714 0.10 -0.98 -0.46
O 5.965 -1.617 1.945 -0.11 -0.15 0.02
O 0.026 1.949 -0.007 0.14 1.90 0.11
O -3.232 -0.066 0.086 1.32 -0.40 -0.40
N 2.035 -0.025 -0.013 -0.84 0.02 0.28
N 4.390 -3.211 1.818 -0.22 -0.24 -0.18
C 2.781 -0.853 0.792 0.40 -0.30 0.17
C 3.272 -3.893 1.250 0.07 0.12 0.34
C 4.117 -1.090 0.598 -1.03 0.15 -0.01
C 4.884 -1.977 1.504 0.60 0.36 0.14
C 4.058 0.455 -1.265 -0.51 -0.15 0.49
C 4.789 -0.408 -0.443 0.73 0.08 -0.44
C 2.714 0.617 -1.034 0.46 0.50 -0.55
C -2.094 0.016 0.050 -1.73 1.01 0.93
H 4.540 0.995 -2.069 -0.05 0.02 -0.03
H -0.713 2.543 -0.154 -0.36 -0.01 -0.09
H 3.521 -4.957 1.186 -0.02 0.03 -0.06
H 2.244 -1.306 1.618 0.07 -0.14 -0.08
H 2.117 1.279 -1.656 0.04 -0.09 -0.06
H 4.940 -3.706 2.502 0.05 0.03 -0.01
H 5.851 -0.544 -0.589 -0.04 -0.05 0.07
H 3.048 -3.504 0.255 0.12 0.05 0.04
H 1.414 -4.205 1.743 -0.09 0.02 0.03
H 0.787 2.521 0.147 0.39 -0.22 0.02
```
Forces are in eV/Å.

Spin multiplicity = 4
Lowest unoccupied orbital energy (spin up / spin down) = -0.58 / -0.69 eV
Gap between HOMO and LUMO (spin up / spin down) = 4.26 / 8.27 eV
E_HOMO (spin up / spin down) = -4.8 / -9.0 eV

=====

(2)
Density functional theory data (ωB97M-V/def2-TZVPD) for C3H3N3O2 in the gas phase.

```
11
Properties=species:S:1:pos:R:3:forces:R:3
O -2.228 1.587 -0.137 0.33 -0.92 0.63
O -0.442 -1.336 0.125 10.95 4.24 2.41
N -2.469 -0.803 -0.114 1.26 0.42 0.63
N -0.470 0.019 0.390 0.06 2.39 -0.04
N -1.517 -1.659 -0.017 -14.06 -6.14 -2.89
C -1.850 0.465 0.047 1.65 -0.63 -0.51
C 0.766 0.608 0.239 5.79 -2.40 -2.46
C 2.007 -0.061 -0.250 -0.95 4.18 1.73
H 0.839 1.663 0.448 -0.37 0.08 -0.11
H 2.315 -1.114 -0.336 -1.18 0.41 -0.07
H 3.049 0.631 -0.395 -3.48 -1.63 0.68
```
Forces are in eV/Å.

Lowest unoccupied orbital energy = -0.33 eV
Gap between HOMO and LUMO = 9.09 eV
E_HOMO = -9.4 eV
Energy relative to the best compared isomer or geometry (same formula, charge and spin) = 756.4 kJ/mol
SMILES string = C=Cn1onnc1=O

=====

(3)
Density functional theory data (ωB97M-V/def2-TZVPD) for 2 unconnected molecules or ions with the total composition C5H13N.

```
19
Properties=species:S:1:pos:R:3:forces:R:3
N 1.652 0.590 -0.278 -4.63 -0.27 2.78
C -2.398 0.177 -0.897 1.44 1.07 -1.63
C -1.602 0.854 0.250 -2.72 -1.77 -1.10
C 1.490 -0.406 -1.299 -2.14 -1.86 1.93
C -0.675 -0.052 1.007 1.06 2.77 2.94
C 0.780 0.268 0.844 2.15 3.26 -2.93
H -1.671 -0.354 -1.539 -0.39 0.18 0.08
H 2.008 -0.367 -2.161 1.70 1.00 -2.87
H 0.574 -1.086 -1.436 0.99 1.41 0.51
H 1.368 0.633 1.621 -0.01 0.64 2.22
H -0.940 0.256 2.127 1.30 -1.95 -1.95
H 3.114 -0.951 1.736 0.02 -0.32 -0.59
H 0.624 -0.886 0.889 -1.02 -0.87 0.16
H -1.132 1.750 -0.155 0.35 0.04 0.19
H -2.443 1.093 0.948 0.99 0.32 -0.16
H 2.179 -0.746 -0.516 1.05 -2.89 -1.27
H 3.049 -1.212 1.025 0.27 0.08 0.75
H -3.144 -0.546 -0.628 -0.37 -0.13 0.53
H -2.830 0.984 -1.537 -0.04 -0.72 0.42
```
Forces are in eV/Å.

Lowest unoccupied orbital energy = -0.94 eV
Gap between HOMO and LUMO = 6.14 eV
E_HOMO = -7.1 eV
Energy relative to the best compared isomer or geometry (same formula, charge and spin) = 931.0 kJ/mol

=====

(4)
Density functional theory data (ωB97M-V/def2-TZVPD) for a molecular structure, C6H13NO.

```
21
Properties=species:S:1:pos:R:3:forces:R:3
O -0.010 -1.026 -0.755 -2.58 -3.00 2.25
N 0.376 1.508 0.342 -5.54 0.69 3.56
C -2.111 0.263 0.270 1.71 -0.23 -4.40
C -0.943 1.303 -0.333 -1.84 2.56 0.28
C 1.511 1.080 -0.349 0.18 -0.08 1.20
C 1.954 -0.225 0.153 3.30 -2.53 -1.53
C -1.368 -1.235 -0.111 -3.13 -0.89 0.78
C 1.046 -1.405 0.172 -1.87 -0.01 3.91
H -2.403 0.186 1.343 0.33 0.75 -0.88
H 1.231 0.992 -1.362 -0.63 -0.46 -1.24
H -1.298 -1.813 0.987 0.16 1.32 -3.34
H -1.441 2.383 -0.234 0.59 -2.20 -0.59
H -2.415 -2.018 -0.858 3.72 2.24 1.89
H 1.852 -2.175 -0.040 -2.40 -0.55 -0.14
H 2.440 -0.755 -0.746 1.47 2.08 1.14
H 2.531 -0.319 1.107 0.16 0.64 -1.05
H 0.607 -1.660 1.413 0.91 0.69 -3.81
H 0.038 1.343 1.448 2.66 0.27 -3.80
H -0.828 1.065 -1.476 -0.21 0.42 2.36
H 2.277 1.840 -0.460 0.61 0.15 0.82
H -3.044 0.669 -0.512 2.40 -1.86 2.57
```
Forces are in eV/Å.

Lowest unoccupied orbital energy = 0.97 eV
Gap between HOMO and LUMO = 8.91 eV
E_HOMO = -7.9 eV
Energy relative to the best compared isomer or geometry (same formula, charge and spin) = 833.2 kJ/mol

=====

(5)
Density functional theory data (ωB97M-V/def2-TZVPD) for a molecular structure, C20H25BrMnN7.

```
54
Properties=species:S:1:pos:R:3:forces:R:3
Br -3.329 1.192 0.260 -0.32 -0.02 0.05
Mn -0.971 1.265 0.031 0.42 0.12 -0.04
N -0.793 3.287 -0.195 -0.04 0.11 0.08
N -0.902 -0.560 -0.837 0.07 0.08 -0.05
N -0.554 1.205 2.033 -0.10 0.06 -0.07
N -1.587 -1.802 0.950 0.29 0.04 0.09
N 1.039 1.568 -0.290 0.04 -0.38 -0.03
N -0.964 -2.905 -1.009 0.06 0.11 0.02
N 1.479 2.717 -0.489 -0.39 0.38 0.10
C -1.970 -3.024 1.640 -0.10 0.03 -0.05
C -1.192 -4.182 1.054 0.03 0.00 -0.01
C -1.501 5.554 -0.345 -0.11 -0.06 0.02
C 2.774 -1.612 0.441 -0.06 0.05 0.00
C -1.401 -4.177 -0.447 -0.07 -0.01 -0.03
C 2.049 0.539 -0.311 -0.29 0.25 0.08
C -0.203 5.970 -0.593 0.11 -0.05 -0.02
C 0.808 5.021 -0.647 -0.17 0.12 0.00
C -1.764 4.206 -0.152 0.13 0.06 0.00
C 0.457 3.701 -0.443 0.44 -0.37 -0.08
C 0.212 -1.632 -2.736 0.02 -0.02 -0.02
C -0.558 1.538 4.612 -0.02 -0.02 -0.13
C -0.633 -0.460 -2.271 0.10 -0.03 0.01
C 1.816 -0.608 0.434 0.17 -0.05 0.04
C -0.530 -2.909 -2.403 -0.04 -0.02 0.01
C 4.154 -0.316 -1.049 -0.01 0.01 0.00
C -1.152 -1.742 -0.337 -0.14 -0.16 -0.02
C 3.935 -1.470 -0.306 0.04 -0.02 -0.02
C 3.216 0.703 -1.047 0.03 -0.12 -0.08
C -0.555 1.350 3.168 0.08 -0.03 0.09
H 1.175 -1.613 -2.221 -0.01 0.00 -0.01
H 5.060 -0.209 -1.629 0.00 0.00 0.00
H -0.820 -4.963 -0.928 0.03 0.01 0.02
H 4.675 -2.259 -0.311 0.00 0.00 0.01
H 0.916 -0.702 1.022 -0.03 -0.01 -0.02
H -2.456 -4.360 -0.684 0.01 -0.01 -0.01
H -2.758 3.826 0.041 -0.02 0.03 0.01
H -1.573 -0.412 -2.830 0.00 -0.01 0.00
H -0.128 -4.066 1.272 0.00 -0.03 0.01
H 0.236 0.944 5.060 0.00 0.00 0.01
H -2.318 6.260 -0.300 0.01 0.01 0.00
H 1.839 5.277 -0.841 0.01 -0.02 0.00
H 2.611 -2.504 1.031 0.01 0.00 0.00
H -0.109 0.482 -2.460 0.00 -0.02 0.00
H -1.527 -5.125 1.483 -0.02 0.01 0.00
H -1.400 -3.024 -3.059 0.00 -0.01 0.00
H 0.106 -3.784 -2.548 0.02 0.02 0.00
H -1.975 -0.930 1.280 -0.13 -0.01 -0.04
H -3.044 -3.206 1.526 0.00 0.00 0.02
H 0.399 -1.585 -3.809 -0.02 0.00 0.00
H 0.022 7.016 -0.745 -0.01 0.00 0.00
H -0.395 2.590 4.837 0.00 0.00 0.02
H -1.522 1.226 5.012 0.01 0.01 0.02
H -1.766 -2.900 2.704 0.03 -0.01 -0.01
H 3.373 1.604 -1.622 -0.02 0.01 0.01
```
Forces are in eV/Å.

Spin multiplicity = 2
Net charge = +1
Lowest unoccupied orbital energy (spin up / spin down) = -3.86 / -3.83 eV
Gap between HOMO and LUMO (spin up / spin down) = 7.18 / 6.89 eV
E_HOMO (spin up / spin down) = -11.0 / -10.7 eV

=====

(6)
Density functional theory data (ωB97M-V/def2-TZVPD) for a gas-phase ion, C3H9N2S (charge +1).

```
15
Properties=species:S:1:pos:R:3:forces:R:3
S 2.381 -0.382 -0.269 -0.11 -0.21 -0.64
N -0.303 -0.610 -0.762 -0.36 -2.18 -1.65
N 0.369 1.588 -0.402 3.76 2.57 -3.16
C 0.716 0.303 -0.121 0.39 -0.65 -1.00
C -1.677 -0.623 -0.151 1.00 -2.13 1.63
C 1.294 -0.191 1.122 -0.09 0.65 2.49
H -0.266 1.996 0.182 -1.77 1.38 1.96
H -2.272 -1.462 -0.651 0.75 1.27 1.10
H 0.797 -0.959 1.719 0.47 -0.47 -0.53
H -1.480 -0.715 0.983 -0.69 -0.51 -1.81
H 1.175 2.274 -0.680 -2.20 -1.95 0.77
H -0.409 -0.567 -1.831 0.53 0.98 1.75
H 1.690 0.593 1.808 -0.64 -0.45 -0.59
H 0.094 -1.560 -0.695 -0.16 0.16 0.38
H -2.111 0.316 -0.252 -0.89 1.55 -0.70
```
Forces are in eV/Å.

Net charge = +1
Lowest unoccupied orbital energy = -3.37 eV
Gap between HOMO and LUMO = 10.46 eV
E_HOMO = -13.8 eV
Energy relative to the best compared isomer or geometry (same formula, charge and spin) = 174.3 kJ/mol
SMILES string = C[NH2+][C@@]1(N)CS1

=====

| no. | maximum force (eV/Å) | molecular weight (u) |
| --- | --- | --- |
| 1 | 2.21 | 265.12 |
| 2 | 15.61 | 113.08 |
| 3 | 5.41 | 87.17 |
| 4 | 6.62 | 115.18 |
| 5 | 0.58 | 498.31 |
| 6 | 5.55 | 105.19 |